The following is a DFT calculation (ωB97M-V/def2-TZVPD) of a structure of composition C59H111F24N9O18S8 in a non-equilibrium geometry.

Geometry (Å):
C  -0.8784  0.3766  0.0441
C  -2.0895  -0.4747  -0.0770
O  -2.3959  -1.0597  -1.1155
O  -2.7641  -0.5833  1.0625
H  -0.0165  -0.3098  0.2232
H  -1.0143  1.0155  0.8556
H  -0.6711  0.9020  -0.8691
C  2.8755  4.1013  -1.5336
C  3.3683  2.7489  -2.1876
C  4.5592  2.0722  -1.4336
C  5.8149  1.9109  -2.3833
N  7.0311  1.3187  -1.8321
C  8.1586  1.2663  -2.7895
C  9.1385  0.1837  -2.2282
C  8.2566  -0.6046  -1.2292
C  6.8579  -0.1345  -1.4663
C  7.4345  2.0662  -0.5905
C  7.6081  3.6015  -0.7008
C  8.3302  4.0980  0.5932
H  2.0739  4.5292  -2.1543
H  3.7343  4.7702  -1.4736
H  2.5550  3.8938  -0.4963
H  3.6573  3.0756  -3.1908
H  2.5386  2.0822  -2.3642
H  4.2542  1.0613  -1.0837
H  4.8521  2.6551  -0.5808
H  5.9921  2.9111  -2.7881
H  5.5172  1.2763  -3.2094
H  8.7595  2.2095  -2.8159
H  7.7475  1.0514  -3.7527
H  9.9620  0.5066  -1.6553
H  9.5614  -0.4123  -3.0363
H  8.4978  -0.4048  -0.1528
H  8.2662  -1.6398  -1.3319
H  6.1594  -0.2307  -0.5926
H  6.2688  -0.4732  -2.3167
H  8.3926  1.6366  -0.2741
H  6.7803  1.7565  0.2207
H  6.7013  4.1591  -0.9223
H  8.3772  3.7353  -1.5288
H  7.6537  4.2256  1.4080
H  8.7639  5.0659  0.3513
H  9.1274  3.4285  0.9006
C  -0.5486  1.9136  5.4681
C  -0.7956  0.4349  5.3047
C  0.0512  -0.1682  4.2277
C  -0.5001  -1.6036  3.9675
N  0.5778  -2.5998  3.6485
C  -0.0129  -4.0392  3.6650
C  0.4865  -4.7654  4.8923
C  1.8192  -4.0674  5.1676
C  1.5916  -2.6265  4.7979
C  1.2622  -2.2480  2.3651
C  2.5604  -2.9488  2.1024
C  2.9582  -2.8436  0.6523
H  0.4138  1.9761  6.0442
H  -1.3700  2.3035  6.1093
H  -0.3917  2.3665  4.4899
H  -1.8076  0.3028  4.9311
H  -0.7639  -0.0798  6.2937
H  1.1233  -0.0672  4.5165
H  -0.0905  0.4758  3.3426
H  -1.1373  -1.7565  3.1173
H  -1.0495  -1.9838  4.8224
H  0.4787  -4.5216  2.8218
H  -1.1031  -4.0582  3.5664
H  0.6329  -5.7798  4.7733
H  -0.1618  -4.7057  5.7543
H  2.6352  -4.5374  4.5628
H  2.2634  -4.2150  6.1968
H  2.4960  -2.1128  4.6689
H  1.0289  -2.1258  5.5895
H  1.3922  -1.1671  2.3746
H  0.4845  -2.3662  1.5940
H  2.5933  -3.9951  2.3697
H  3.3194  -2.5004  2.7905
H  2.3075  -3.4148  -0.0078
H  3.9716  -3.1704  0.5422
H  3.0178  -1.7944  0.4103
C  -6.3304  1.0910  -2.7691
C  -5.4211  1.0754  -1.5303
C  -4.8391  2.4740  -1.2435
C  -4.2554  2.4559  0.1209
N  -3.7720  3.8206  0.6307
C  -3.2782  3.6461  1.9634
C  -4.5242  3.5513  2.8049
C  -5.4350  4.6358  2.3004
C  -5.0372  4.7354  0.8440
C  -2.8684  4.4830  -0.3695
C  -1.5415  3.7593  -0.4624
C  -0.6311  4.5165  -1.4411
H  -6.8456  0.1631  -3.0471
H  -5.8397  1.3979  -3.6657
H  -7.0027  1.9026  -2.4898
H  -4.5662  0.3731  -1.6887
H  -5.9876  0.7361  -0.6856
H  -5.5685  3.3176  -1.3869
H  -3.9991  2.6682  -1.8999
H  -3.4351  1.7560  0.1745
H  -4.9753  2.1190  0.8907
H  -2.5763  4.4805  2.1960
H  -2.7719  2.6644  2.0090
H  -4.2338  3.6501  3.8558
H  -4.9100  2.5336  2.7612
H  -5.1658  5.6008  2.7717
H  -6.4784  4.4785  2.3357
H  -4.7391  5.7137  0.5819
H  -5.7804  4.3868  0.1662
H  -2.6635  5.5199  -0.0032
H  -3.4595  4.6734  -1.2624
H  -1.8086  2.7907  -0.8603
H  -1.0012  3.5281  0.4611
H  -0.2795  5.4600  -0.9732
H  -1.1002  4.6862  -2.4289
H  0.2528  3.8688  -1.6287
C  -5.6256  -3.6100  -1.4007
C  -5.7058  -2.7493  -0.1543
C  -5.5229  -3.6957  1.0595
N  -4.5845  -3.2591  2.1401
C  -3.2139  -3.4768  1.5573
C  -4.7661  -3.9798  3.4164
C  -4.0757  -3.1103  4.4430
C  -4.0956  -1.7407  3.8527
C  -4.8980  -1.8702  2.5034
H  -6.4331  -4.3386  -1.5418
H  -4.6734  -4.1755  -1.3710
H  -5.6001  -2.9790  -2.2678
H  -6.6300  -2.1805  -0.1463
H  -4.9183  -1.9327  -0.2309
H  -5.0663  -4.6361  0.7441
H  -6.5310  -3.8769  1.4462
H  -2.5285  -3.0451  2.2581
H  -3.2260  -2.8970  0.6312
H  -2.9963  -4.5530  1.4924
H  -4.3835  -4.9959  3.4223
H  -5.8682  -3.8945  3.5399
H  -3.1043  -3.6100  4.6645
H  -4.6546  -3.0709  5.3937
H  -3.0775  -1.4397  3.7662
H  -4.6261  -1.0546  4.4961
H  -4.5180  -1.2253  1.7596
H  -5.9753  -1.8468  2.5698
C  -4.0126  -0.0227  -5.6242
C  -3.2949  -0.9840  -4.6953
C  -2.2177  -1.7350  -5.4726
N  -1.5058  -2.8632  -4.6333
C  -2.5141  -3.6935  -3.8504
C  -0.4564  -2.2271  -3.6433
C  0.9253  -2.9216  -3.8988
C  0.5539  -4.0654  -4.7150
C  -0.6680  -3.7096  -5.5927
H  -4.5928  0.7393  -5.1341
H  -4.6748  -0.5890  -6.2886
H  -3.3327  0.3983  -6.2873
H  -4.0270  -1.6493  -4.2498
H  -2.7722  -0.5456  -3.8491
H  -1.4893  -1.0331  -5.8267
H  -2.5460  -2.3018  -6.3692
H  -2.9981  -2.9992  -3.1165
H  -1.9399  -4.4635  -3.3408
H  -3.2131  -4.1628  -4.5254
H  -0.8536  -2.3295  -2.6401
H  -0.2639  -1.1856  -3.9054
H  1.3319  -3.2741  -2.9637
H  1.5554  -2.1016  -4.2631
H  0.3084  -4.9903  -4.1923
H  1.4149  -4.3739  -5.3965
H  -1.2925  -4.5251  -5.9587
H  -0.4127  -2.9593  -6.3777
C  1.2305  6.5642  2.2229
F  1.4839  7.8667  1.8975
F  1.3625  5.8911  1.0357
F  2.1422  6.1096  2.9876
S  -0.3765  6.3175  2.9755
O  -0.5484  4.8986  3.0276
O  -0.3520  6.8991  4.2893
N  -1.2572  7.0418  1.9171
S  -2.5096  7.9261  2.2405
O  -3.7137  7.2088  2.1389
O  -2.2722  8.8237  3.3240
C  -2.6191  8.8365  0.6476
F  -3.6785  9.6638  0.6317
F  -1.4965  9.5731  0.4136
F  -2.8169  8.0509  -0.4279
C  2.6564  0.6046  -7.1957
F  2.8277  1.8692  -7.5380
F  3.1101  -0.0470  -8.3580
F  3.4541  0.4156  -6.1557
S  0.9018  0.1190  -6.9292
O  0.1912  0.9360  -7.8977
O  0.8628  -1.3184  -6.9931
N  0.4630  0.4823  -5.4231
S  0.6944  1.9044  -4.7978
O  0.3373  1.6654  -3.4593
O  1.9148  2.5619  -5.1419
C  -0.6565  3.0138  -5.3589
F  -0.5787  4.2180  -4.7681
F  -0.6054  3.2182  -6.6180
F  -1.8032  2.5185  -4.9865
C  -3.5137  -7.8976  1.6026
F  -3.1404  -8.6054  0.5638
F  -4.2916  -6.9423  1.2383
F  -4.1752  -8.7175  2.4453
S  -2.0198  -7.1841  2.6003
O  -2.5050  -6.2310  3.5533
O  -1.4589  -8.4312  2.9707
N  -1.2952  -6.2544  1.5920
S  -0.0874  -6.4316  0.5476
O  0.7863  -5.3251  0.8403
O  0.3791  -7.8028  0.4371
C  -0.9117  -5.9715  -1.0241
F  -2.0133  -6.7639  -1.2841
F  -1.2994  -4.6800  -0.9306
F  -0.0779  -6.1107  -2.0875
C  7.4118  -2.0617  2.3894
F  7.1350  -3.0323  3.2831
F  8.7242  -2.1068  2.1969
F  6.8681  -2.3595  1.1911
S  6.9446  -0.4039  2.9283
O  7.5818  -0.2556  4.2091
O  7.4268  0.4225  1.8182
N  5.3796  -0.5633  2.8674
S  4.5107  0.3816  3.8818
O  3.4140  -0.3968  4.4137
O  5.2177  1.2665  4.7612
C  3.7367  1.4756  2.6013
F  4.6418  2.2333  2.0362
F  3.0400  0.8331  1.7380
F  2.8682  2.3075  3.2181

Forces on the atoms, in the same order (eV/Å):
1.2 -1.4 -1.1
-2.0 -0.7 3.1
-0.1 -0.3 -0.9
1.1 0.3 -2.1
-0.4 0.5 0.0
0.1 1.2 1.4
0.2 0.3 -0.5
0.5 -1.7 0.2
0.5 1.5 0.0
0.2 -1.1 -1.0
-2.3 0.7 -0.3
0.3 0.8 1.5
2.4 0.8 0.7
-1.7 -1.0 -0.3
-0.1 0.8 0.8
-1.9 0.8 0.7
0.5 0.6 0.9
2.1 -1.2 -0.4
-0.3 0.2 -1.3
0.4 0.0 0.4
-0.1 0.2 -0.1
-0.2 0.4 -0.5
0.3 -0.4 -0.1
-0.2 -0.3 0.3
0.2 0.6 0.0
0.0 0.3 0.5
0.5 -0.2 0.0
-0.1 -0.1 -0.3
-1.2 -0.4 -0.2
-0.1 -0.3 -0.6
1.0 1.2 0.3
-0.3 -0.1 0.0
0.0 -0.1 -1.0
0.3 -1.9 -0.3
0.9 0.2 -0.6
0.5 -0.9 -0.2
-0.2 0.3 -0.2
-0.3 0.2 -0.2
0.0 -0.1 0.0
-1.2 0.3 0.7
-0.5 0.0 0.6
0.1 0.1 0.2
0.1 -0.1 -0.1
0.9 -0.5 1.6
-1.1 0.0 0.3
0.1 -0.4 -0.3
1.5 0.0 -0.4
0.9 -0.9 1.5
0.6 -0.2 -0.8
0.4 2.2 1.2
1.5 -1.2 0.5
-1.6 -0.7 1.3
-1.5 0.3 -0.5
0.9 -0.1 0.9
0.2 0.5 0.3
-0.8 0.5 -0.5
0.7 0.4 -0.8
-0.4 0.5 0.2
-0.6 0.0 0.2
0.3 0.1 -0.7
-0.6 -0.7 -0.4
0.1 -0.4 0.1
-0.6 0.9 -0.6
0.2 -0.1 0.4
-0.6 0.1 -0.2
0.4 0.3 -0.2
0.2 -2.2 -0.8
-0.4 0.4 0.2
-0.7 0.5 0.0
-1.0 0.5 -0.8
0.7 0.9 -0.8
0.4 -0.1 0.3
0.4 0.1 0.3
0.3 -0.5 0.0
-0.6 -0.4 0.1
-0.3 -0.1 -0.8
-0.1 0.2 0.0
0.6 -0.5 -0.1
-0.4 0.5 -0.6
-0.2 0.5 0.9
1.1 -0.4 -1.5
-0.4 0.1 -0.5
-0.4 0.5 1.4
-2.5 0.5 -2.1
1.6 -0.6 1.2
0.5 -0.5 1.9
1.3 1.1 -0.3
0.9 -0.9 -0.3
0.8 1.6 2.1
-0.4 -0.1 -1.6
0.7 -0.6 0.1
0.0 0.2 0.6
0.7 0.4 -0.5
-0.8 -0.3 -0.6
-0.5 0.4 0.4
-0.3 -0.3 0.6
0.4 -1.0 0.1
-0.1 0.0 -0.6
0.4 -0.1 0.1
0.2 0.1 -0.6
-0.6 -0.7 0.1
0.3 0.7 0.1
-0.1 0.3 -0.1
-0.3 0.1 -0.2
-0.3 -0.6 -0.1
-1.1 -0.4 0.5
0.3 1.0 -0.3
-0.5 -0.2 -0.4
-0.3 -0.7 0.2
0.4 -0.6 -0.4
0.4 -0.5 -0.5
-0.5 0.7 0.2
-0.3 -0.4 -0.5
0.1 0.1 0.6
-0.6 0.5 0.1
0.6 -0.5 -0.1
1.5 0.6 0.0
-0.5 -0.2 -0.4
-0.2 -0.7 -1.6
-0.4 0.3 0.3
-1.6 -0.1 0.5
-0.5 -1.6 1.5
-1.1 0.7 -0.6
1.7 -0.2 1.7
0.0 0.2 0.3
-0.4 0.2 -0.1
0.0 0.3 -0.6
-0.4 -0.2 0.4
-0.5 -1.1 0.2
-0.5 0.0 -0.2
0.4 -0.2 0.5
0.5 0.3 0.1
0.6 -0.3 0.1
-0.3 0.4 -0.2
-0.3 -0.1 -0.4
0.6 -0.7 0.3
-0.3 0.9 -0.1
0.5 -0.6 -0.6
0.4 0.9 -0.8
0.1 0.4 0.2
0.4 0.9 -0.8
-0.3 0.3 0.5
-0.8 -1.2 0.2
0.3 -0.6 0.1
-0.6 -1.9 0.3
0.1 1.4 0.2
0.9 1.3 0.4
0.2 -0.2 -0.4
-1.6 1.7 1.8
1.0 -2.6 -3.9
0.4 1.7 0.6
0.0 0.2 0.2
-0.2 0.0 0.2
1.4 1.3 -1.1
-0.1 -0.2 0.0
-0.1 0.6 0.1
0.7 0.1 0.1
-0.4 0.4 0.5
0.4 -0.9 -0.6
-0.1 0.0 0.1
-0.3 0.1 -0.3
-0.1 0.1 0.1
-0.9 0.0 0.1
0.2 0.1 0.4
0.2 -0.8 -0.6
0.1 0.3 0.5
-1.1 0.3 0.6
0.3 0.0 0.0
0.1 -1.0 0.3
0.2 1.2 -3.1
-0.3 -0.8 0.7
-0.6 0.1 0.4
1.7 -0.5 1.8
-0.9 0.4 2.0
0.0 -1.0 -1.0
0.4 0.5 -0.6
-0.2 -0.4 -0.7
2.4 1.1 0.1
-2.5 -1.5 0.3
-0.6 0.3 -0.4
0.6 1.5 -1.2
0.4 0.0 0.7
-0.9 -0.6 0.3
0.5 -0.5 0.5
1.7 0.6 -2.3
-0.8 0.6 0.1
-0.6 -0.2 2.1
0.0 -1.1 0.0
-1.7 1.1 0.0
0.8 -1.2 0.6
0.3 0.1 -0.3
0.8 -0.5 -1.8
0.0 -0.1 -0.4
-0.3 0.5 2.9
0.1 0.2 -0.1
1.0 0.7 1.4
0.5 0.2 0.4
-0.2 0.1 -2.5
-1.6 -1.0 0.1
2.0 -0.7 2.7
0.3 -0.2 -0.6
-1.8 1.8 -1.0
-0.1 0.2 -0.2
-1.3 -0.8 -2.0
-0.9 -0.2 1.2
1.1 -0.3 0.7
1.1 0.4 -1.9
-0.6 -1.9 2.6
0.5 -0.4 -1.0
-0.2 1.8 -0.5
-0.9 -0.5 -1.0
1.4 1.3 0.4
0.0 -0.9 -0.4
-0.6 0.3 1.0
0.4 -1.4 -0.3
-0.4 0.6 -0.6
0.6 0.3 0.1
-0.4 -0.1 0.3
1.0 1.0 -0.4
-0.5 0.0 -0.6
-0.2 -0.6 0.9
-0.7 0.9 1.6
0.2 -0.6 -0.6
0.4 0.5 -0.3
-0.2 -0.4 -0.5
-0.4 1.3 2.7
0.9 0.3 -0.8
-0.8 -1.6 -2.0
0.1 0.0 0.4

* relative energy (zero: lowest compared OMol25 entry of this formula, charge and spin): 0.000 eV
* frontier orbital gap: 0.32725 hartree
* multiplicity: 1
* calculated total energy: -9743.85552 Ha
* highest occupied orbital energy: -9.09 eV
* LUMO: -0.182 eV